Computed, not measured: the ion C3H7N4 with charge +1 at a distorted geometry, with ωB97M-V/def2-TZVPD.

Each line ends with the Mulliken charge.
Positions of all 14 atoms, in Å:
1 N 1.227 -0.439 -1.961  -0.323
2 C 0.096 -0.817 -1.440  0.239
3 N -0.301 -0.485 -0.255  0.294
4 C 0.381 0.759 0.812  -0.477
5 C -0.781 0.574 1.828  -0.439
6 N -1.704 -0.391 1.326  -0.270
7 N -1.465 -0.906 0.315  -0.403
8 H 1.575 -0.518 -2.997  0.304
9 H 1.902 0.093 -1.516  0.205
10 H -0.606 -1.369 -2.060  0.412
11 H 0.351 1.551 0.222  0.470
12 H 1.296 0.230 1.115  0.350
13 H -0.653 0.290 2.816  0.364
14 H -1.319 1.428 1.794  0.275

Frontier orbital gap, eV: 10.44
Net charge: +1
E, eV: -9174.9755
Molecular weight, g/mol: 99.12
2S+1: 1
LUMO, eV: -4.0054
SMILES: [NH2+]=CN1CCN=N1